Entry 1:
Density functional theory data (ωB97M-V with the def2-TZVPD basis set) for a molecular structure, C2H7ClNO2P.

XYZ file:
```
14
Properties=species:S:1:pos:R:3
C 1.86280 0.47379 -0.53300
C -1.89285 0.08031 0.77607
N 0.72749 -0.25331 -1.16191
O -0.34712 0.74317 1.31515
O -1.81256 -0.80597 -0.14729
P 0.06212 -1.53583 -0.38372
Cl -0.42679 -2.83502 -1.61823
H 1.45242 1.34371 0.10275
H 2.50652 -0.06439 0.13475
H 2.63592 0.79356 -1.28106
H -2.44259 -0.32949 1.58625
H -2.42784 0.97359 0.29484
H 0.00702 0.96608 2.53451
H 0.09545 0.44980 -1.61912
```

HOMO in eV: -9.0
E_LUMO in eV: 0.33
HOMO-LUMO gap in eV: 9.35

***

Entry 2:
Density functional theory data (ωB97M-V with the def2-TZVPD basis set) for C2H7ClNO2P in the gas phase.

XYZ file:
```
14
Properties=species:S:1:pos:R:3
C -1.09608 2.57362 0.35120
C -0.78949 -2.56521 0.42717
N -0.69836 1.20463 0.59005
O 0.27429 -3.38668 0.03801
O -0.40921 -1.19004 0.14250
P -1.24493 0.06813 -0.63784
Cl -3.17390 -0.14491 0.07792
H -2.27833 2.66867 0.37531
H -0.79637 3.15463 1.14050
H -0.84276 2.94384 -0.54174
H -1.60588 -3.07943 -0.00656
H -1.00438 -2.55045 1.47391
H 0.82803 -2.81344 -0.52212
H 0.30399 1.26119 0.50894
```

HOMO in eV: -9.2
E_LUMO in eV: 0.87
HOMO-LUMO gap in eV: 10.08
Structure (SMILES): CNP(Cl)OCO

***

Entry 3:
Density functional theory data (ωB97M-V with the def2-TZVPD basis set) for C2H7ClNOPS in the gas phase.

XYZ file:
```
14
Properties=species:S:1:pos:R:3
C -1.62209 0.27468 1.05468
C -1.18127 0.31255 -0.44624
N -0.14217 -0.57375 -0.79371
O 2.59027 0.04262 -1.39141
P 1.69478 -0.15383 -0.02295
S 2.56301 -1.50481 1.02593
Cl 1.79772 1.77693 0.64693
H -2.57662 0.69390 1.20764
H -1.40257 -0.62977 1.46852
H -0.81918 0.96777 1.59536
H -2.00597 -0.02509 -1.10204
H -0.93400 1.24723 -0.91855
H -0.35369 -1.59735 -0.60116
H 2.39179 -0.83108 -1.72299
```

HOMO in eV: -9.2
E_LUMO in eV: -0.05
HOMO-LUMO gap in eV: 9.12
Structure (SMILES): CCN[P@](O)(=S)Cl

***

Entry 4:
Density functional theory data (ωB97M-V with the def2-TZVPD basis set) for 2 unconnected molecules or ions with the total composition C2H7ClO2Si.

XYZ file:
```
13
Properties=species:S:1:pos:R:3
C -0.27988 -2.32626 0.51957
C 0.77172 2.11616 -0.38011
O -0.60995 -1.63197 -0.67095
O 0.58202 0.77594 -0.79889
Si -0.69289 -0.11260 -1.09089
Cl -2.22774 1.29613 1.33216
H 0.34792 -3.17713 0.25315
H -1.20651 -2.67491 0.97445
H 0.24133 -1.68054 1.22329
H 1.73891 2.16538 0.11691
H -0.02996 2.38285 0.31259
H 0.76185 2.78008 -1.24377
H -1.60338 0.05041 -2.18130
```

HOMO (alpha / beta) in eV: -5.2 / -11.1
E_LUMO (alpha / beta) in eV: 0.89 / -4.00
2S+1: 3
HOMO-LUMO gap (alpha / beta) in eV: 6.05 / 7.07
Expectation value of S²: 2.0036

***

Entry 5:
Density functional theory data (ωB97M-V with the def2-TZVPD basis set) for a molecular structure, C2H7FN2O2Tl.

XYZ file:
```
15
Properties=species:S:1:pos:R:3
Tl -1.35557 0.96081 1.48456
F -3.40606 1.40982 2.06206
C 0.92499 2.20161 -0.44936
O 0.01535 1.88890 0.55978
H 0.76085 1.90246 -1.48457
H 0.76934 3.27519 -0.55570
H 1.99064 2.20772 -0.22034
C -0.12838 -1.42115 0.10406
O -0.64209 -0.46438 0.66342
N 0.89218 -2.08382 0.55962
N -0.61548 -1.76633 -1.04208
H 1.30480 -1.67785 1.38729
H 1.36051 -2.45830 -0.25312
H -0.50459 -2.72531 -1.33901
H -1.36651 -1.24939 -1.47662
```

HOMO in eV: -13.5
E_LUMO in eV: -6.17
HOMO-LUMO gap in eV: 7.33
Net charge: +1

***

Entry 6:
Density functional theory data (ωB97M-V with the def2-TZVPD basis set) for 2 unconnected molecules or ions with the total composition C2H7IN3S.

XYZ file:
```
14
Properties=species:S:1:pos:R:3
C 2.08864 0.80222 -0.07209
C -0.74175 -1.51329 -0.93986
N 0.20552 -0.75167 -0.71737
N -0.75028 2.60991 -0.43180
N -1.27310 -2.52506 -0.23968
S 1.35750 -0.53256 0.51496
I 0.90048 3.43248 0.57417
H 1.79446 0.94862 -1.08432
H -1.01065 3.42668 -0.93692
H 3.05880 1.07875 0.28988
H -1.19122 -1.56064 -1.98515
H -1.46144 2.52591 0.28545
H -0.96048 -3.05137 0.62887
H -1.96695 -3.01485 -0.83957
```

HOMO (alpha / beta) in eV: -12.8 / -12.8
E_LUMO (alpha / beta) in eV: -5.51 / -5.51
HOMO-LUMO gap (alpha / beta) in eV: 7.29 / 7.29
Net charge: +1

***

Entry 7:
Density functional theory data (ωB97M-V with the def2-TZVPD basis set) for 2 unconnected molecules or ions with the total composition C2H7N.

XYZ file:
```
10
Properties=species:S:1:pos:R:3
N -2.14797 -0.45217 -0.64639
H -2.06355 -0.62093 0.36159
H -1.16628 -0.37631 -0.89716
H -2.56730 0.47318 -0.69517
C 1.07976 -0.17426 -0.19858
C 1.53944 0.57112 0.79905
H 0.99907 0.07694 -1.24732
H 0.93142 -1.22720 0.02171
H 1.70918 1.63738 0.74472
H 1.68623 0.09226 1.75755
```

HOMO in eV: -10.0
E_LUMO in eV: 1.13
HOMO-LUMO gap in eV: 11.12
Structure (SMILES): C=C.N

***

Entry 8:
Density functional theory data (ωB97M-V with the def2-TZVPD basis set) for C2H7N in the gas phase.

XYZ file:
```
10
Properties=species:S:1:pos:R:3
C 0.87492 0.66736 0.35645
C 0.00631 -0.21880 -0.45056
H 1.83824 0.85424 -0.15908
H 0.39305 1.64050 0.51238
H 1.18993 0.21322 1.31922
H -0.23579 0.21882 -1.42683
H 0.55651 -1.18672 -0.69717
H -1.30279 -1.02826 0.96999
H -1.97207 -0.77838 -0.57324
N -1.34831 -0.38198 0.14884
```

HOMO in eV: -9.3
E_LUMO in eV: 1.22
HOMO-LUMO gap in eV: 10.56
Structure (SMILES): CCN

***

Entry 9:
Density functional theory data (ωB97M-V with the def2-TZVPD basis set) for 2 unconnected molecules or ions with the total composition C2H7N2.

XYZ file:
```
11
Properties=species:S:1:pos:R:3
C 0.50879 0.15960 -0.28044
C 1.54235 -0.25179 0.47156
N 2.93968 -0.29849 -0.04876
N -3.46597 0.11681 0.10456
H 0.56340 0.70570 -1.29512
H 1.59961 -0.43435 1.46350
H 2.88993 -0.70078 -0.99307
H 3.25817 0.71665 -0.11335
H -2.81924 0.69085 0.60902
H -2.73654 -0.39353 -0.47210
H -4.28017 -0.31068 0.55419
```

HOMO in eV: -13.3
E_LUMO in eV: -9.37
HOMO-LUMO gap in eV: 3.96
Net charge: +1

***

Entry 10:
Density functional theory data (ωB97M-V with the def2-TZVPD basis set) for 2 unconnected molecules or ions with the total composition C2H7N2.

XYZ file:
```
11
Properties=species:S:1:pos:R:3
C 1.54295 0.15369 0.22279
C -1.71106 0.00188 -0.39402
N 2.48084 -0.21320 -0.52158
N -1.10863 -0.63024 0.59377
H 1.50347 1.17533 0.46461
H -2.72232 -0.46879 -0.41977
H -1.39270 -0.35245 -1.40598
H -1.71180 1.13230 -0.30803
H 3.13730 0.58122 -0.76775
H 2.88156 -1.12148 -0.66962
H -1.51540 -0.26064 1.53438
```

HOMO (alpha / beta) in eV: -14.4 / -13.8
E_LUMO (alpha / beta) in eV: -5.27 / -7.04
HOMO-LUMO gap (alpha / beta) in eV: 9.14 / 6.80
Net charge: +1

***

Entry 11:
Density functional theory data (ωB97M-V with the def2-TZVPD basis set) for a gas-phase ion, C2H7N2 (charge +1).

XYZ file:
```
11
Properties=species:S:1:pos:R:3
C -1.41842 -0.64282 -0.46863
N -0.69099 0.45931 -0.05012
C 0.65465 0.56347 -0.26815
N 1.34795 0.07769 0.93678
H 2.22285 0.55980 1.14860
H -2.05465 -0.94217 0.38462
H -0.86173 -1.50657 -0.83553
H 1.10001 0.07276 -1.14917
H 1.01197 1.60901 -0.34457
H -2.16055 -0.22877 -1.17742
H 0.84892 -0.02170 1.82361
```

HOMO in eV: -15.3
E_LUMO in eV: -8.66
HOMO-LUMO gap in eV: 6.66
Net charge: +1

***

Entry 12:
Density functional theory data (ωB97M-V with the def2-TZVPD basis set) for 2 unconnected molecules or ions with the total composition C2H7N2.

XYZ file:
```
11
Properties=species:S:1:pos:R:3
C 1.66626 -0.14409 1.01971
N 2.44302 0.84457 1.17513
H 2.06978 -1.05212 0.57626
H 0.68018 -0.22260 1.49138
H 1.94004 1.56475 1.70392
C -1.56570 -0.43068 -1.65730
N -2.15079 -0.24498 -0.54278
H -1.84050 -1.25282 -2.30202
H -0.78960 0.26798 -1.94883
H -1.86231 0.50248 0.09305
H -2.85417 -0.91506 -0.22824
```

HOMO in eV: -13.5
E_LUMO in eV: -6.19
HOMO-LUMO gap in eV: 7.28
Net charge: +1

***

Entry 13:
Density functional theory data (ωB97M-V with the def2-TZVPD basis set) for a gas-phase ion, C2H7N2 (charge +1).

XYZ file:
```
11
Properties=species:S:1:pos:R:3
C -0.22863 1.65785 0.30091
N 0.41011 0.29972 0.26553
C -0.16756 -0.70362 -0.33015
N 0.16704 -1.96584 -0.21806
H -0.56612 1.85361 1.30956
H 0.50803 2.36455 -0.05823
H -1.02234 1.64839 -0.43980
H 1.38014 0.27749 0.55650
H -1.09199 -0.53683 -0.88317
H 0.97002 -2.29271 0.29540
H -0.35869 -2.60262 -0.79850
```

HOMO in eV: -15.7
E_LUMO in eV: -3.78
HOMO-LUMO gap in eV: 11.93
Net charge: +1
Structure (SMILES): CNC=[NH2+]

***

Entry 14:
Density functional theory data (ωB97M-V with the def2-TZVPD basis set) for 2 unconnected molecules or ions with the total composition C2H7N2.

XYZ file:
```
11
Properties=species:S:1:pos:R:3
C 1.13473 0.63950 0.29230
C 0.12584 0.13205 -0.67020
N -2.19890 -0.20338 0.11456
N 0.78637 -0.83446 0.22460
H 2.00807 0.80601 -0.14545
H 0.83666 1.12435 1.27404
H 0.10660 -0.04704 -1.68570
H -2.68145 0.02748 -0.84401
H -2.13330 0.72556 0.48963
H 1.55661 -1.33638 -0.17293
H 0.45878 -1.03369 1.12317
```

HOMO (alpha / beta) in eV: -14.0 / -15.6
E_LUMO (alpha / beta) in eV: -3.55 / -6.92
2S+1: 3
HOMO-LUMO gap (alpha / beta) in eV: 10.42 / 8.63
Net charge: +1
Expectation value of S²: 2.0071

***

Entry 15:
Density functional theory data (ωB97M-V with the def2-TZVPD basis set) for 2 unconnected molecules or ions with the total composition C2H7N2O.

XYZ file:
```
12
Properties=species:S:1:pos:R:3
C 1.20931 0.98627 0.18928
C 0.27856 -0.19765 0.18161
N 1.33857 -1.00144 -0.09111
N -1.05909 -0.46927 -0.50005
O 2.23229 0.04397 -0.29129
H 1.01104 1.88124 -0.50930
H 1.59661 1.23536 1.11229
H -0.39264 -0.28279 1.71020
H 1.61163 -1.90941 0.06951
H -1.05862 -1.37977 -0.87407
H -1.31836 0.24372 -1.23578
H -1.88375 -0.29134 0.24527
```

HOMO in eV: -13.2
E_LUMO in eV: -4.22
HOMO-LUMO gap in eV: 9.03
Net charge: +1

***

Entry 16:
Density functional theory data (ωB97M-V with the def2-TZVPD basis set) for 2 unconnected molecules or ions with the total composition C2H7N2O.

XYZ file:
```
12
Properties=species:S:1:pos:R:3
C -0.81723 2.13344 0.82419
N -0.73656 1.98715 -0.44225
H -1.19922 2.94096 1.48236
H -0.20142 1.49879 1.43713
H -0.33556 1.18632 -0.84762
H -1.12583 2.60637 -1.13743
C 0.21183 -1.69790 -0.29737
N 1.30480 -2.46019 -0.26565
O 0.26553 -0.44066 -0.16135
H -0.76865 -2.20908 -0.33721
H 1.23887 -3.49829 -0.38430
H 2.16344 -2.04690 0.12949
```

HOMO in eV: -14.3
E_LUMO in eV: -5.08
HOMO-LUMO gap in eV: 9.23
Net charge: +1